A cluster of 13 separate species, C46H124N6O24 in total. Source: the Open Molecules 2025 dataset; level of theory: ωB97M-V with the def2-TZVPD basis set.

Geometry (Å):
C1 0.711 -2.622 1.851
C2 -0.767 -2.774 2.251
C3 -0.960 -3.449 3.622
O1 -0.608 -4.798 3.582
C4 -0.933 -5.492 4.758
N1 -1.454 -1.494 2.231
H1 1.331 -1.964 2.461
H2 0.650 -2.203 0.841
H3 1.186 -3.603 1.814
H4 -1.164 -3.438 1.469
H5 -2.043 -3.325 3.792
H6 -0.397 -2.847 4.344
H7 -0.946 -6.558 4.518
H8 -1.913 -5.178 5.130
H9 -0.210 -5.437 5.580
H10 -2.433 -1.716 2.419
H11 -1.487 -1.067 1.312
C5 4.900 -4.217 -0.336
C6 4.104 -2.924 -0.442
C7 4.703 -1.862 0.480
O2 3.970 -0.656 0.471
C8 4.645 0.437 1.043
N2 4.147 -2.510 -1.859
H12 4.904 -4.499 0.724
H13 5.953 -4.095 -0.595
H14 4.455 -5.071 -0.840
H15 3.072 -3.128 -0.153
H16 5.754 -1.678 0.229
H17 4.668 -2.264 1.502
H18 5.483 0.800 0.434
H19 5.075 0.234 2.031
H20 3.926 1.243 1.132
H21 5.137 -2.550 -2.099
H22 3.958 -1.529 -2.036
C9 0.624 0.399 -5.221
C10 0.829 -1.072 -4.937
O3 1.651 -1.591 -5.988
O4 -0.395 0.938 -4.413
H23 0.481 0.600 -6.283
H24 1.570 0.933 -5.039
H25 -0.109 -1.638 -4.937
H26 1.294 -1.232 -3.956
H27 1.804 -2.526 -5.823
H28 -0.053 1.017 -3.492
C11 7.595 6.297 0.036
C12 9.117 6.393 0.204
O5 9.689 5.168 0.553
O6 7.025 5.697 1.190
H29 7.431 5.597 -0.799
H30 7.177 7.282 -0.183
H31 9.237 7.101 1.037
H32 9.552 6.847 -0.688
H33 9.016 4.508 0.747
H34 6.084 5.898 1.183
C13 -4.749 -1.000 2.818
C14 -4.812 0.239 1.939
O7 -5.912 0.106 1.058
O8 -4.410 -2.118 2.021
H35 -5.719 -1.090 3.326
H36 -4.034 -0.864 3.630
H37 -3.840 0.294 1.428
H38 -4.910 1.173 2.502
H39 -5.907 0.904 0.516
H40 -5.039 -2.142 1.275
C15 9.762 4.492 -2.867
C16 8.806 3.434 -2.361
O9 7.533 3.393 -2.969
O10 10.462 4.148 -4.053
H41 10.531 4.696 -2.117
H42 9.282 5.481 -2.877
H43 8.722 3.590 -1.284
H44 9.315 2.461 -2.356
H45 7.648 3.109 -3.884
H46 9.808 3.950 -4.732
C17 -1.621 -4.395 -1.307
C18 -0.139 -4.241 -1.545
O11 0.183 -2.900 -1.923
O12 -1.794 -5.615 -0.580
H47 -2.231 -4.220 -2.204
H48 -2.029 -3.647 -0.610
H49 0.163 -5.015 -2.257
H50 0.388 -4.399 -0.599
H51 1.102 -2.876 -2.208
H52 -2.676 -5.510 -0.129
C19 -2.506 2.543 3.015
C20 -1.905 2.782 1.639
O13 -1.572 4.135 1.392
O14 -3.715 3.282 3.126
H53 -1.784 2.865 3.774
H54 -2.709 1.488 3.221
H55 -2.637 2.411 0.914
H56 -0.975 2.236 1.506
H57 -2.368 4.676 1.420
H58 -4.018 3.332 4.034
C21 5.799 0.696 -4.142
C22 5.003 1.821 -4.784
O15 5.580 2.221 -6.015
O16 5.033 -0.152 -3.293
H59 6.682 1.041 -3.606
H60 6.154 0.109 -5.001
H61 5.018 2.662 -4.083
H62 3.985 1.478 -4.983
H63 4.946 2.447 -6.693
H64 4.664 -0.796 -3.908
C23 4.340 5.802 7.440
O17 3.587 4.610 7.482
C24 4.383 3.431 7.584
C25 5.030 3.077 6.245
N3 3.968 2.892 5.256
C26 4.507 3.002 3.919
C27 3.413 3.140 2.870
O18 2.701 4.332 3.091
C28 1.820 4.619 2.027
H65 4.679 6.077 8.447
H66 3.671 6.586 7.089
H67 5.217 5.720 6.795
H68 3.757 2.632 7.982
H69 5.109 3.584 8.394
H70 5.570 2.143 6.431
H71 5.757 3.851 5.977
H72 3.331 3.670 5.413
H73 5.156 2.161 3.638
H74 5.256 3.799 3.761
H75 2.730 2.285 2.918
H76 3.927 3.130 1.904
H77 1.411 5.627 2.064
H78 1.053 3.840 2.011
H79 2.383 4.612 1.084
C29 -7.095 -3.285 0.793
O19 -6.028 -2.957 -0.043
C30 -5.453 -4.024 -0.798
C31 -5.103 -5.223 0.080
N4 -3.984 -4.895 0.960
C32 -3.749 -5.999 1.917
C33 -4.791 -6.082 3.019
O20 -5.820 -7.026 2.769
C34 -6.707 -7.138 3.849
H80 -6.778 -3.752 1.735
H81 -7.827 -3.933 0.301
H82 -7.647 -2.417 1.162
H83 -4.617 -3.690 -1.403
H84 -6.259 -4.361 -1.466
H85 -4.857 -6.070 -0.574
H86 -5.990 -5.643 0.569
H87 -4.138 -4.009 1.423
H88 -2.738 -5.821 2.276
H89 -3.785 -6.936 1.356
H90 -5.273 -5.106 3.154
H91 -4.272 -6.327 3.954
H92 -7.649 -7.555 3.496
H93 -7.004 -6.146 4.217
H94 -6.329 -7.714 4.695
C35 -8.023 -0.252 -6.092
O21 -6.739 -0.036 -5.537
C36 -6.450 1.274 -5.125
C37 -5.892 1.229 -3.691
N5 -6.889 1.037 -2.644
C38 -7.239 -0.373 -2.388
C39 -8.576 -0.481 -1.719
O22 -9.571 -0.125 -2.663
C40 -10.863 -0.223 -2.086
H95 -8.051 0.130 -7.117
H96 -8.780 0.140 -5.407
H97 -8.180 -1.332 -6.138
H98 -7.324 1.942 -5.124
H99 -5.739 1.802 -5.773
H100 -5.371 2.184 -3.564
H101 -5.136 0.441 -3.676
H102 -7.774 1.356 -3.043
H103 -6.466 -0.798 -1.733
H104 -7.167 -1.102 -3.207
H105 -8.600 0.125 -0.804
H106 -8.693 -1.505 -1.339
H107 -11.271 -1.232 -2.246
H108 -11.560 0.355 -2.692
H109 -10.893 -0.047 -1.014
C41 4.746 3.407 -1.212
O23 3.418 3.250 -0.776
C42 2.656 2.518 -1.702
C43 1.226 2.387 -1.194
N6 0.568 1.221 -1.769
C44 -0.686 0.978 -1.047
C45 -1.571 -0.095 -1.703
O24 -2.451 -0.462 -0.658
C46 -3.470 -1.294 -1.192
H110 4.765 4.053 -2.097
H111 5.271 2.488 -1.487
H112 5.273 3.896 -0.392
H113 3.076 1.500 -1.723
H114 2.673 2.849 -2.746
H115 0.739 3.330 -1.450
H116 1.235 2.263 -0.104
H117 1.188 0.442 -1.551
H118 -1.289 1.884 -1.003
H119 -0.482 0.616 -0.035
H120 -0.854 -0.878 -1.986
H121 -2.089 0.203 -2.615
H122 -3.978 -1.814 -0.386
H123 -3.001 -2.079 -1.799
H124 -4.181 -0.786 -1.848

The value obtained for the highest occupied orbital energy is -8.70 eV. The energy relative to the best compared isomer or geometry (same formula, charge and spin) is 0.0 kcal/mol. The calculation puts the total energy at -107782.905 eV.

***

The ion C25H26F6N3OS with charge +1. Source: the Open Molecules 2025 dataset; level of theory: ωB97M-V with the def2-TZVPD basis set.

Geometry (Å):
C1 2.238 -4.273 -0.191
C2 3.248 -3.513 -1.020
C3 2.687 -2.845 -2.448
N1 1.460 -2.006 -2.172
C4 0.154 -2.646 -2.678
C5 -1.293 -1.923 -2.485
C6 -2.625 -2.701 -3.131
C7 -2.698 -2.361 -4.766
C8 -1.341 -0.502 -1.682
C9 -2.794 0.224 -1.475
C10 -3.755 -0.541 -0.343
S1 -5.408 0.413 -0.302
C11 -5.202 1.949 0.754
N2 -4.943 3.402 0.404
N3 -4.817 4.223 1.542
C12 -4.986 3.412 2.809
O1 -5.209 2.067 2.246
C13 0.121 0.127 -1.162
C14 -0.027 1.548 -0.360
C15 -0.635 1.351 1.186
C16 0.086 2.426 2.245
F1 -2.089 1.616 1.281
C17 1.562 -0.675 -1.461
C18 2.901 0.082 -0.943
F2 2.920 1.422 -1.647
F3 4.213 -0.500 -1.246
C19 2.898 0.268 0.722
C20 2.445 -0.928 1.770
C21 2.527 -0.614 3.411
C22 3.013 0.858 4.017
C23 3.424 2.072 2.959
C24 3.881 3.593 3.430
F4 4.639 4.272 2.334
F5 2.613 4.389 3.616
F6 4.574 3.619 4.744
C25 3.364 1.711 1.350
H1 1.218 -4.675 -0.658
H2 2.377 -4.482 0.973
H3 4.379 -3.360 -0.674
H4 2.420 -3.779 -3.129
H5 3.513 -2.229 -3.007
H6 0.173 -3.691 -3.254
H7 -2.477 -3.870 -3.037
H8 -3.638 -2.313 -2.690
H9 -3.697 -1.757 -5.013
H10 -2.771 -3.346 -5.425
H11 -1.797 -1.676 -5.112
H12 -3.390 0.176 -2.508
H13 -2.754 1.354 -1.176
H14 -4.042 -1.639 -0.657
H15 -3.242 -0.606 0.708
H16 -4.936 3.714 3.940
H17 -0.799 2.277 -0.906
H18 0.953 2.163 -0.224
H19 -0.310 0.280 1.586
H20 -0.768 3.137 2.682
H21 0.560 1.897 3.179
H22 0.854 3.138 1.722
H23 2.078 -1.981 1.402
H24 2.219 -1.416 4.212
H25 3.049 1.117 5.160
H26 3.680 2.551 0.599

The value obtained for the highest occupied orbital energy is -11.29 eV. Its structure (SMILES) is C=CC[n+]1cc(CC)c(CCSc2nnco2)c(C[C@@H](C)F)c1C(F)(F)c1cccc(C(F)(F)F)c1. Its charge is +1. The calculation puts the total energy at -59970.649 eV.

***

A structure of composition C16H31NP2RuS. Source: the Open Molecules 2025 dataset; level of theory: ωB97M-V with the def2-TZVPD basis set.

Geometry (Å):
P1 -0.348 -1.941 -0.738
P2 0.165 1.723 -1.255
C1 -0.745 -0.930 -2.229
C2 0.179 0.330 -2.493
H1 -1.786 -0.599 -2.148
H2 -0.661 -1.625 -3.089
H3 1.232 0.014 -2.549
H4 -0.055 0.721 -3.508
C3 -0.919 2.881 -2.213
H5 -1.231 3.717 -1.593
H6 -1.794 2.371 -2.635
H7 -0.385 3.359 -3.041
C4 1.676 2.729 -1.785
H8 1.572 3.053 -2.840
H9 2.568 2.112 -1.802
H10 1.915 3.639 -1.191
C5 -1.612 -3.261 -0.836
H11 -1.486 -3.926 0.040
H12 -1.429 -3.793 -1.778
H13 -2.607 -2.788 -0.792
C6 1.278 -2.607 -1.310
H14 1.942 -1.756 -1.542
H15 1.026 -3.147 -2.235
H16 1.696 -3.285 -0.537
Ru1 -0.073 -2.556 1.278
C7 -0.047 2.625 0.472
C8 -1.381 2.441 0.932
C9 -2.203 1.368 0.376
C10 -1.434 0.124 0.871
C11 -0.094 0.126 0.243
C12 1.284 0.203 0.469
C13 2.096 1.261 1.067
C14 1.115 2.381 1.433
C15 0.460 -3.881 2.782
H17 -0.020 3.709 0.167
H18 -1.642 2.825 1.921
H19 -2.219 1.322 -0.738
H20 -3.245 1.325 0.779
H21 -1.395 0.125 1.994
H22 -1.983 -0.839 0.651
H23 -1.508 -3.209 1.874
H24 1.846 -0.786 0.314
H25 2.987 1.558 0.514
H26 2.530 0.879 2.028
H27 0.658 2.161 2.413
H28 1.678 3.320 1.596
H29 1.334 -3.622 3.423
H30 0.511 -4.876 2.341
H31 -0.428 -3.846 3.446
S1 0.142 0.623 4.873
C16 0.327 -0.456 3.710
N1 0.513 -1.298 2.870

Its expectation value of S² is 6.10. The value obtained for the highest occupied orbital energy (alpha / beta) is -13.25 / -14.70 eV. The spin multiplicity is 5. The energy relative to the best compared isomer or geometry (same formula, charge and spin) is 169.9 kcal/mol. Its charge is +2. The calculation puts the total energy at -50551.256 eV.

***

A cluster of 2 separate species, C2H7S3 in total. Source: the Open Molecules 2025 dataset; level of theory: ωB97M-V with the def2-TZVPD basis set.

Geometry (Å):
C1 -1.952 0.650 1.627
S1 -0.202 0.627 2.083
H1 -2.480 1.148 2.442
H2 -2.302 -0.380 1.553
H3 -2.118 1.162 0.684
C2 1.075 1.118 -1.658
S2 -0.181 -0.175 -1.522
S3 0.850 -1.678 -0.553
H4 1.770 0.930 -2.472
H5 0.611 2.097 -1.767
H6 1.645 1.119 -0.723
H7 0.171 -0.507 1.453

The value obtained for the highest occupied orbital energy is -2.40 eV. The energy relative to the best compared isomer or geometry (same formula, charge and spin) is 4.7 kcal/mol. Its charge is -1. The calculation puts the total energy at -34694.621 eV.

***

A cluster of 2 separate species, CH8N3O in total. Source: the Open Molecules 2025 dataset; level of theory: ωB97M-V with the def2-TZVPD basis set.

Geometry (Å):
N1 -1.078 0.622 -0.226
C1 0.191 0.414 -0.663
N2 0.656 1.164 -1.675
N3 1.096 -0.249 0.048
H1 -1.385 -0.206 0.288
H2 -1.756 0.809 -0.958
H3 1.616 1.446 -1.769
H4 -0.008 1.717 -2.168
H5 0.789 -0.788 0.872
H6 2.042 0.093 0.035
H7 -0.641 -1.150 2.727
H8 -0.929 -2.375 1.654
O1 -0.593 -1.496 1.834

The value obtained for the highest occupied orbital energy is -15.43 eV. The energy relative to the best compared isomer or geometry (same formula, charge and spin) is 13.2 kcal/mol. Its charge is +1. The calculation puts the total energy at -7679.274 eV.

***

The ion C7H13N2 with charge +1. Source: the Open Molecules 2025 dataset; level of theory: ωB97M-V with the def2-TZVPD basis set.

Geometry (Å):
C1 0.290 -0.310 1.952
C2 0.646 1.129 1.665
C3 1.714 -0.942 -0.003
C4 0.295 -0.932 0.514
C5 0.894 1.207 0.092
C6 -0.323 0.265 -0.233
C7 -1.782 -0.559 -2.132
N1 2.006 0.364 -0.348
N2 -1.331 0.531 -1.242
H1 1.151 -0.788 2.493
H2 -0.681 -0.526 2.407
H3 -0.218 1.756 1.958
H4 1.450 1.484 2.185
H5 2.350 -1.371 0.786
H6 1.818 -1.595 -0.894
H7 -0.271 -1.895 0.437
H8 0.958 2.263 -0.149
H9 -2.531 -0.183 -2.944
H10 -0.967 -1.007 -2.660
H11 -2.342 -1.244 -1.537
H12 -2.208 0.915 -0.711
H13 -0.919 1.438 -1.636

The value obtained for the highest occupied orbital energy (alpha / beta) is -11.72 / -11.20 eV. The energy relative to the best compared isomer or geometry (same formula, charge and spin) is 172.5 kcal/mol. Its charge is +1. The calculation puts the total energy at -10436.718 eV.